12
Properties=species:S:1:pos:R:3:mulliken_spin:R:1 method="wB97M-V/def2-TZVPD" total_charge=+1 homo_ev="-10.4 / -15.4" spin_multiplicity=3 s2=2.01 e_lumo_ev="-5.576 / -6.851" e_above_lowest_kcal_mol=63.2
C -0.60374 -0.52471 0.34584 0.169
O -1.40708 -1.13426 1.03928 -0.017
O -0.50136 0.79744 0.38898 0.071
C 0.46737 1.16583 -0.57899 0.585
O -0.60471 -0.60953 -1.37587 0.156
C 0.06708 0.45998 -1.73519 0.669
Ag -2.83281 -0.99719 2.47717 0.024
H 0.61909 0.45961 -2.68021 0.034
H 0.64651 2.23971 -0.58770 0.039
O 1.22556 -0.92391 0.78875 0.161
H 1.30918 -1.04528 1.74068 0.007
H 1.61490 0.11232 0.17726 0.102


14
Properties=species:S:1:pos:R:3:nbo_charge:R:1 method="wB97M-V/def2-TZVPD" total_charge=-2 homo_ev=-1.4 e_lumo_ev=6.421 e_above_lowest_kcal_mol=8.5
C 1.18602 -0.01442 -0.02664 -0.707
C -0.24859 0.44990 0.34894 0.669
N -1.21776 -0.37057 -0.02949 -0.928
O -3.53248 -0.34623 1.43438 -1.191
O -3.14546 1.49167 -0.29782 -1.039
O -3.81519 -0.75445 -1.07104 -1.182
O -0.48101 1.60064 0.75484 -0.759
P -3.06785 -0.10422 0.06053 2.438
Cl -0.31323 -2.89731 -0.32918 -0.830
H 1.35158 -0.55799 -0.97054 0.234
H 1.75670 0.87370 0.03836 0.192
H 1.63016 -0.51294 0.82886 0.213
H -1.03331 -1.41612 -0.17053 0.397
H -2.52196 1.91144 0.30253 0.494


51
Properties=species:S:1:pos:R:3:nbo_charge:R:1 method="wB97M-V/def2-TZVPD" total_charge=0 homo_ev=-9.0 smiles="CC[C@@H](Br)[C@@]1(CC)OS(=O)(=O)O[C@]1(Br)[C@@H](I)CC.COCCOC" e_lumo_ev=-0.062
C -2.88204 -0.12293 3.21804 -0.594
C -1.70897 -0.94077 2.69760 -0.450
C -1.15026 -0.58603 1.31557 -0.243
Br -1.93111 1.08773 0.63485 0.030
C 0.37861 -0.73237 1.06016 0.261
C 0.75362 -2.22423 0.87023 -0.456
C 0.22994 -3.25547 1.87706 -0.629
O 0.42836 -0.26351 -0.36653 -0.746
S 1.88900 0.01966 -0.85849 2.600
O 2.39991 -1.09676 -1.53538 -0.921
O 2.03960 1.24978 -1.50239 -0.886
O 2.52047 0.01203 0.62055 -0.746
C 1.51465 0.18616 1.63837 0.224
Br 1.13407 2.13912 1.52983 0.049
C 2.34632 0.05303 2.96677 -0.347
I 1.62334 -1.04813 4.65599 0.119
C 3.80643 -0.37295 2.76958 -0.432
C 4.05820 -1.84288 2.42831 -0.625
H -3.73835 -0.15764 2.56376 0.214
H -2.58966 0.88310 3.47374 0.217
H -3.17476 -0.59950 4.14594 0.208
H -0.98603 -0.93877 3.48676 0.221
H -2.09193 -1.94867 2.63796 0.213
H -1.56371 -1.29115 0.62031 0.227
H 1.81293 -2.31362 0.71671 0.243
H 0.29954 -2.45958 -0.07480 0.241
H 0.01038 -2.87295 2.84976 0.221
H -0.67922 -3.70325 1.50134 0.210
H 0.93875 -4.06639 1.94110 0.226
H 2.42168 1.04909 3.34665 0.250
H 4.23139 -0.21294 3.74989 0.217
H 4.31842 0.31607 2.11605 0.235
H 4.67291 -1.94900 1.54664 0.226
H 4.60241 -2.31405 3.23284 0.218
H 3.14400 -2.39974 2.34518 0.204
C -1.34382 3.92865 -4.41047 -0.253
O -2.41398 3.35225 -3.68482 -0.551
C -3.13713 2.38120 -4.42383 -0.087
C -2.75638 0.97621 -4.01777 -0.089
O -1.42181 0.67009 -4.38479 -0.554
C -0.51761 0.73457 -3.29394 -0.262
H -0.76090 4.52889 -3.71434 0.191
H -0.69534 3.16468 -4.84563 0.180
H -1.72357 4.58098 -5.20482 0.164
H -2.98363 2.51772 -5.49832 0.174
H -4.20004 2.53578 -4.21020 0.181
H -3.40891 0.26775 -4.53967 0.180
H -2.90255 0.84339 -2.94113 0.177
H -0.69412 -0.09935 -2.60680 0.165
H -0.61052 1.67779 -2.75104 0.185
H 0.49145 0.65694 -3.69243 0.198


13
Properties=species:S:1:pos:R:3:nbo_charge:R:1 method="wB97M-V/def2-TZVPD" total_charge=0 homo_ev="-9.0 / -9.2" e_lumo_ev="-1.409 / -1.875" e_above_lowest_kcal_mol=40.5
C -0.59967 -0.44747 -0.11389 -0.049
C 0.51961 -1.35766 0.54066 -0.362
C -0.73372 1.90772 -0.75485 -0.486
N -0.49271 0.89648 0.15478 -0.258
S 1.60751 -0.19021 1.47795 0.275
S 3.15060 -1.34464 1.95639 -0.136
Cl -0.38034 -0.87057 -1.94600 -0.183
Cl -0.16141 -2.54626 1.63706 0.002
H -1.65421 -0.87777 -0.03637 0.265
H 1.06180 -1.74468 -0.20806 0.230
H -0.03377 2.59811 -0.40650 0.235
H -0.60673 1.64198 -1.93834 0.220
H -1.67696 2.33499 -0.36283 0.247


69
Properties=species:S:1:pos:R:3:mulliken_spin:R:1 method="wB97M-V/def2-TZVPD" total_charge=+2 homo_ev="-14.9 / -14.9" spin_multiplicity=5 s2=6.04 e_lumo_ev="-6.728 / -10.352" e_above_lowest_kcal_mol=12.1
Pd 9.98579 9.69496 10.10366 1.415
F 8.75945 4.76075 12.06492 0.007
C 8.49394 5.90875 12.82556 0.008
F 8.00015 5.50342 14.05047 0.001
F 7.41527 6.50985 12.14140 0.009
C 9.61669 6.87165 12.96220 0.086
C 10.23050 7.18314 14.23986 -0.047
C 11.07918 8.29455 14.25365 0.136
C 11.23408 9.09500 13.12865 -0.003
N 10.75796 8.76727 11.91804 0.176
C 9.99643 7.66476 11.79018 0.002
S 9.51395 7.32637 10.17443 0.959
H 10.05534 6.63120 15.11160 0.003
H 11.64921 8.57009 15.10822 0.004
H 11.89840 9.91386 13.10829 0.006
C 11.32126 9.07839 5.95722 -0.002
O 10.19041 9.33104 6.81690 0.036
Si 9.46003 10.84690 7.06799 0.037
C 10.64671 12.00020 6.19765 0.045
C 7.81506 10.99850 6.20619 0.021
C 9.36066 11.19889 8.94339 0.694
Si 10.12110 12.72288 9.73934 -0.079
C 9.34604 14.35480 9.19967 0.056
C 10.11782 12.62628 11.63097 0.055
C 11.97519 12.78404 9.43059 0.101
Si 7.49066 10.77754 9.66091 0.088
C 6.20072 12.02240 9.10013 0.090
C 7.21907 10.78301 11.46752 0.038
C 6.91771 9.11261 9.05946 0.058
H 11.12275 9.44913 4.93040 0.001
H 11.56936 7.99960 6.03805 0.000
H 12.24842 9.61129 6.30724 0.001
H 10.80553 11.69326 5.16724 0.005
H 11.62342 11.86134 6.72936 -0.001
H 10.36949 13.05236 6.27435 0.001
H 8.04832 10.73487 5.17915 0.006
H 7.44007 12.02340 6.30739 0.001
H 7.00138 10.31066 6.52480 -0.002
H 8.35369 14.43198 9.67346 -0.002
H 9.26441 14.50471 8.09841 -0.001
H 9.95844 15.18152 9.61462 0.006
H 9.12716 12.49460 12.13312 -0.004
H 10.48880 13.58805 12.00994 0.003
H 10.75240 11.80907 11.95836 -0.013
H 12.32580 13.77357 9.69831 0.003
H 12.30694 12.56346 8.41672 0.003
H 12.37760 11.99133 10.11190 -0.001
H 5.95863 12.66163 9.97399 0.003
H 5.25339 11.54788 8.97903 0.002
H 6.45789 12.64605 8.23101 0.000
H 6.87498 11.81922 11.72182 0.000
H 8.04764 10.42992 12.09949 -0.010
H 6.31182 10.11814 11.61022 0.009
H 7.52449 8.78675 8.21519 -0.006
H 5.85430 9.21152 8.73797 0.007
H 7.04782 8.33858 9.80828 -0.008
C 14.66011 8.33649 8.83331 0.003
C 15.55175 9.19778 9.76369 0.000
C 14.56631 9.69085 10.81681 0.001
O 13.24863 9.76138 10.20055 -0.005
C 13.24341 8.84328 9.04155 0.000
H 14.70848 7.30319 9.09973 0.000
H 14.94652 8.43344 7.76224 0.000
H 16.04306 9.98803 9.22672 0.000
H 16.27502 8.59914 10.26288 0.000
H 14.78368 10.67513 11.26074 0.000
H 14.43814 9.00094 11.70219 0.000
H 12.73783 9.41858 8.22728 0.001
H 12.59284 8.00513 9.34064 -0.002


53
Properties=species:S:1:pos:R:3:mulliken_spin:R:1 method="wB97M-V/def2-TZVPD" total_charge=+1 homo_ev="-10.5 / -10.6" spin_multiplicity=2 s2=0.83 e_lumo_ev="-3.777 / -3.024"
V -0.48331 0.14913 -0.97511 1.302
C 2.45350 1.13514 -3.97338 0.000
N 3.00468 1.61845 -2.70457 0.001
C 4.23514 2.40167 -2.79839 0.000
C 2.36443 1.41236 -1.57585 0.002
O 1.28679 0.77524 -1.55554 -0.002
C 2.91258 1.95301 -0.25298 0.001
O 2.13370 1.53797 0.82640 0.002
C 2.54341 0.38416 1.50787 0.001
C 1.58215 -0.78412 1.31905 0.011
O 0.60355 -0.72309 0.55703 -0.022
N 1.82344 -1.87229 2.04117 0.010
C 0.91677 -3.01954 1.98815 -0.001
C 2.94484 -1.95957 2.97531 -0.001
H 3.28371 0.84923 -4.61581 0.000
H 1.87184 1.92264 -4.45093 0.000
H 1.80443 0.28420 -3.79890 0.000
H 5.04923 1.76745 -3.14804 0.000
H 4.50573 2.83959 -1.84472 0.000
H 4.08304 3.20630 -3.51678 0.000
H 2.87903 3.04396 -0.28095 0.000
H 3.95863 1.65287 -0.14187 0.000
H 2.58267 0.62120 2.57365 0.000
H 3.54847 0.07199 1.20689 0.000
H 0.09275 -2.80506 1.31732 0.000
H 0.52775 -3.21949 2.98600 0.000
H 1.45772 -3.89621 1.63294 0.000
H 3.89321 -1.73013 2.49163 0.000
H 2.99814 -2.98121 3.33898 0.000
H 2.80661 -1.29944 3.83264 0.001
N -3.70820 -1.78191 0.13498 0.002
C -2.77817 -1.86053 -0.88077 0.013
O -1.75689 -0.97775 -0.68089 -0.055
C -2.75081 -2.67565 -1.93417 -0.034
I -1.47825 0.81363 -3.30849 -0.026
H -3.83463 -0.85741 0.52451 0.000
H -4.58250 -2.23898 -0.07297 -0.001
H -3.57129 -3.35221 -2.12273 -0.001
H -1.91755 -2.66248 -2.61720 0.001
F -6.39116 1.44666 1.71874 -0.002
C -5.11532 1.58545 1.31887 -0.024
C -4.10193 1.22790 2.18563 0.011
C -2.78788 1.35993 1.75366 -0.022
C -2.49919 1.83672 0.47889 0.003
C -1.06561 1.91334 0.02501 -0.174
C -3.54487 2.19357 -0.36639 -0.018
C -4.86324 2.06821 0.04806 0.010
H -4.34128 0.86002 3.17399 0.001
H -1.98341 1.07867 2.42307 -0.001
H -0.36220 1.99248 0.85066 0.013
H -0.91300 2.68117 -0.73465 0.000
H -3.33866 2.55513 -1.36548 -0.001
H -5.68622 2.33956 -0.59880 0.000